C7H9NO as an isolated structure at a distorted geometry, computed with ωB97M-V/def2-TZVPD.

Geometry (Å):
C  -1.56808  -0.70319  1.17057
C  -0.79677  0.02530  0.06277
C  0.33132  -0.86412  -0.30199
C  1.57382  -0.24943  0.22855
C  0.03189  1.23826  0.04506
C  0.53031  1.09445  -1.46937
C  1.30681  -0.18460  -1.36337
H  -2.34993  -1.35526  0.26805
H  -0.94388  -1.31292  2.02664
H  -2.21034  0.03993  1.50360
H  -1.76675  0.10609  -0.63160
H  0.15494  -1.96864  0.07112
H  2.39209  -1.05816  0.48131
H  0.55067  0.60860  1.79891
H  -0.39367  2.31142  -0.05274
H  1.68355  -0.62532  -2.28449
N  1.09408  1.01785  0.89031
O  0.37993  1.87976  -2.44332

The net charge is 0. The value obtained for the energy is -401.92180 hartree. As for the lowest unoccupied orbital energy: 0.54 eV. Its HOMO-LUMO gap is 9.846 eV. As for the highest occupied orbital energy: -9.31 eV. The calculation puts the energy above the lowest of the compared OMol25 structures with the same formula, charge and spin at 137.6 kcal/mol.